i) 19
Properties=species:S:1:pos:R:3 method="wB97M-V/def2-TZVPD" molar_mass_g_mol=135.166 spin_multiplicity=1 lumo_ev=0.842 smiles=O[C@@]12C[C@@H]1Cn1cccc12
O 1.626 -1.992 0.580
C 0.977 -0.772 0.617
C 0.661 -0.087 1.911
C 1.488 0.559 0.901
C 0.332 1.727 0.033
N -0.407 0.700 -0.661
C -1.562 0.752 -1.421
C -1.953 -0.560 -1.686
C -1.175 -1.413 -0.923
C -0.248 -0.563 -0.289
H 2.379 -2.084 -0.041
H 0.994 -0.474 2.812
H -0.266 0.239 2.086
H 2.458 1.017 0.969
H -0.213 2.239 0.940
H 0.921 2.310 -0.737
H -1.944 1.656 -1.855
H -2.750 -0.814 -2.347
H -1.320 -2.441 -0.889


ii) 19
Properties=species:S:1:pos:R:3 method="wB97M-V/def2-TZVPD" molar_mass_g_mol=135.166 spin_multiplicity=1 lumo_ev=0.773 smiles="CC(=O)Nc1ccccc1"
C -2.748 0.082 2.155
C -1.421 -0.341 1.584
O -0.757 -1.220 2.113
N -1.032 0.339 0.501
C 0.179 0.135 -0.283
C 0.435 1.074 -1.360
C 1.587 0.960 -2.062
C 2.421 -0.132 -1.809
C 2.287 -1.066 -0.908
C 1.033 -0.930 -0.060
H -3.100 -0.617 2.827
H -2.732 1.107 2.912
H -3.469 0.212 1.248
H -1.591 0.937 0.074
H -0.346 1.966 -1.420
H 1.897 1.580 -2.896
H 3.347 -0.424 -2.550
H 2.942 -2.075 -0.809
H 1.067 -1.587 0.744


iii) 19
Properties=species:S:1:pos:R:3 method="wB97M-V/def2-TZVPD" molar_mass_g_mol=135.166 spin_multiplicity=1 lumo_ev=0.400 smiles=CN1O[C@@H]1c1ccccc1
C 3.122 0.335 -0.324
N 2.017 -0.551 -0.423
O 1.670 -1.233 0.836
C 0.840 -0.112 0.816
C -0.534 -0.155 0.425
C -1.222 0.990 0.160
C -2.570 0.892 -0.102
C -3.123 -0.387 -0.215
C -2.443 -1.571 0.007
C -1.108 -1.491 0.325
H 2.732 1.243 0.183
H 4.096 -0.054 0.189
H 3.424 0.516 -1.309
H 1.217 0.717 1.337
H -0.675 1.899 0.299
H -3.056 1.765 -0.490
H -4.196 -0.297 -0.295
H -3.090 -2.429 -0.162
H -0.588 -2.390 0.588


The winner here is ii), beating the second structure by 37.0 kcal/mol.


i) 12
Properties=species:S:1:pos:R:3 method="wB97M-V/def2-TZVPD" molar_mass_g_mol=187.992 spin_multiplicity=1 lumo_ev=-3.741 total_charge=+1
C -0.783 -0.782 -0.603
N -0.355 -1.817 0.112
N 0.511 0.732 -0.627
N 0.942 1.410 0.585
I -2.675 -0.031 0.038
H -0.559 -1.033 -1.616
H -0.599 -1.996 1.044
H 0.262 -2.582 -0.155
H 0.023 1.396 -1.231
H 1.637 2.174 0.284
H 0.201 1.880 1.065
H 1.396 0.648 1.105


ii) 12
Properties=species:S:1:pos:R:3 method="wB97M-V/def2-TZVPD" molar_mass_g_mol=187.992 spin_multiplicity=1 lumo_ev=-3.330 total_charge=+1
C -0.743 -0.085 -0.129
N -1.542 -0.596 0.859
N -0.041 -0.736 -1.001
N -0.661 1.235 -0.252
I 3.255 0.101 0.198
H -2.265 -0.001 1.243
H -1.851 -1.561 0.730
H 0.778 -0.376 -1.445
H -0.104 -1.756 -0.835
H -1.236 1.822 0.391
H 0.151 1.733 -0.478
H 4.103 0.886 1.268


iii) 12
Properties=species:S:1:pos:R:3 method="wB97M-V/def2-TZVPD" molar_mass_g_mol=187.992 spin_multiplicity=1 lumo_ev=-4.198 total_charge=+1 smiles=NN[C@@H]([NH3+])I
N -0.005 1.462 0.145
N -0.329 0.587 -0.906
C -0.208 -0.776 -0.388
N 0.714 -0.763 0.710
I -2.079 -1.766 0.478
H 1.004 1.739 -0.015
H -0.604 2.310 -0.153
H -1.187 0.809 -1.447
H 0.022 -1.362 -1.255
H 0.648 -1.718 1.236
H 1.627 -0.570 0.387
H 0.398 0.048 1.207


The winner here is ii), beating the second structure by 64.8 kcal/mol.


i) 17
Properties=species:S:1:pos:R:3 method="wB97M-V/def2-TZVPD" molar_mass_g_mol=111.144 spin_multiplicity=1 lumo_ev="-0.672 / -0.014"
C -0.159 1.552 1.690
C -0.470 0.862 0.505
C -0.738 -0.549 0.107
C 1.783 1.768 -1.282
C -0.016 -1.125 -1.081
C -1.107 -1.525 1.217
N 0.138 2.125 2.637
O -1.666 0.565 -0.135
H 2.209 0.748 -1.384
H 1.873 2.236 -0.290
H 0.975 2.220 -1.905
H -0.548 -1.854 -1.718
H 0.985 -1.380 -0.698
H 0.376 -0.374 -1.847
H -0.994 -1.085 2.096
H -0.529 -2.394 1.125
H -2.114 -1.790 0.964


ii) 17
Properties=species:S:1:pos:R:3 method="wB97M-V/def2-TZVPD" molar_mass_g_mol=111.144 spin_multiplicity=1 lumo_ev=0.891 smiles="O=C1[C@@H]2CC[C@H]1NC2"
O -2.507 0.313 -0.619
C -1.320 0.534 -0.427
C -0.342 -0.455 -1.029
C -0.032 -1.287 0.208
C -0.097 -0.398 1.463
C -0.489 0.972 0.663
N 0.520 1.529 -0.158
C 0.957 0.301 -1.162
H -0.622 -0.825 -1.975
H 0.915 -1.821 -0.001
H -0.723 -2.180 0.598
H -0.912 -0.605 2.044
H 0.817 -0.278 2.106
H -0.755 1.854 1.084
H 1.462 1.913 0.315
H 1.204 0.679 -2.104
H 1.923 -0.246 -1.007


The winner here is ii), beating the second structure by 60.9 kcal/mol.


i) 17
Properties=species:S:1:pos:R:3 method="wB97M-V/def2-TZVPD" molar_mass_g_mol=111.144 spin_multiplicity=1 lumo_ev=0.853 smiles="CC(=O)[C@H](C)C=C=N"
C -1.646 -1.015 -0.975
C -1.243 -0.207 0.233
O -1.874 -0.218 1.261
C 0.049 0.593 0.102
C 0.279 1.251 -1.250
C 1.160 -0.352 0.480
C 1.620 -0.261 1.700
N 2.285 -0.122 2.710
H -2.018 -0.343 -1.746
H -2.437 -1.709 -0.700
H -0.798 -1.561 -1.379
H 0.056 1.309 0.979
H -0.570 1.874 -1.525
H 0.428 0.506 -2.030
H 1.170 1.874 -1.204
H 1.534 -1.066 -0.236
H 2.007 -0.553 3.582


ii) 17
Properties=species:S:1:pos:R:3 method="wB97M-V/def2-TZVPD" molar_mass_g_mol=111.144 spin_multiplicity=1 lumo_ev=0.809 smiles=O[C@]12C[C@H]3CN3[C@@H]1C2
O 1.172 -0.309 -1.605
C 0.995 -0.423 -0.139
C -0.426 -1.263 -0.064
C -1.247 -0.136 -0.620
C -1.770 0.739 0.414
N -0.765 1.217 -0.374
C 0.475 0.901 0.438
C 1.871 0.562 0.582
H 1.834 -1.166 -1.722
H -0.721 -1.646 0.909
H -0.236 -2.021 -0.752
H -1.844 -0.310 -1.584
H -2.766 1.226 0.271
H -1.481 0.416 1.386
H 0.231 0.520 1.470
H 2.411 1.393 -0.160
H 2.265 0.298 1.551


iii) 17
Properties=species:S:1:pos:R:3 method="wB97M-V/def2-TZVPD" molar_mass_g_mol=111.144 spin_multiplicity=1 lumo_ev=0.923
C -2.215 -0.722 -0.050
C -0.830 -0.236 0.053
C -0.298 0.923 -0.684
C 1.201 0.460 -0.690
C 1.450 0.305 0.881
C 0.664 -0.958 0.562
H -2.752 -1.120 0.788
H -2.705 -1.642 -0.814
H -3.036 0.434 -0.136
H -0.678 1.722 1.249
H -0.534 1.624 -1.652
H 2.262 0.973 -1.188
H 2.480 -0.111 1.175
H 1.434 1.123 1.492
H 0.431 -1.930 0.969
N -0.993 1.167 0.432
O 1.276 -0.984 -0.668


iv) 17
Properties=species:S:1:pos:R:3 method="wB97M-V/def2-TZVPD" molar_mass_g_mol=111.144 spin_multiplicity=1 lumo_ev=1.041
C -1.540 -1.058 0.746
C -0.258 -0.547 0.274
C 1.259 0.706 -0.119
C 1.975 -0.633 -0.399
C 1.006 -1.501 -0.096
C -0.124 0.684 -0.878
H -1.420 -2.202 1.355
H -2.223 -1.236 -0.177
H -1.968 -0.198 1.744
H 1.658 1.810 -0.056
H 2.917 -0.742 -0.810
H 0.800 -2.590 0.247
H 0.022 0.508 -2.019
H -1.128 2.727 -1.015
H -0.637 2.025 0.527
N -0.953 1.833 -0.412
O 0.613 0.416 1.088


The winner here is i), beating the second structure by 98.2 kcal/mol.


i) 17
Properties=species:S:1:pos:R:3 method="wB97M-V/def2-TZVPD" molar_mass_g_mol=111.144 spin_multiplicity=1 lumo_ev=0.935 smiles=C1O[C@@H]2CN[C@H]3[C@@H]1[C@H]32
C 0.386 -1.372 -1.459
O 0.834 -1.585 -0.034
C 0.547 -0.362 0.420
C 0.619 0.680 1.472
N 0.312 1.850 0.692
C -0.916 1.147 -0.163
C -0.866 -0.099 -1.316
C -0.834 -0.252 0.220
H 1.051 -1.124 -2.342
H -0.249 -2.178 -1.560
H 1.150 0.256 -0.336
H 1.559 1.057 1.744
H -0.246 0.572 2.364
H -0.418 2.284 1.367
H -1.959 1.626 0.061
H -1.795 -0.319 -1.949
H -1.562 -0.892 1.032


ii) 17
Properties=species:S:1:pos:R:3 method="wB97M-V/def2-TZVPD" molar_mass_g_mol=111.144 spin_multiplicity=1 lumo_ev=0.674 smiles="CC(C)=CC1=C(N)O1"
C -1.395 -1.458 0.391
C -1.289 -0.011 0.089
C -2.498 0.804 0.146
C -0.101 0.632 -0.035
C 1.281 0.286 0.071
C 2.504 0.138 -0.362
N 3.801 0.534 -0.403
O 1.956 -1.103 -0.192
H -2.063 -2.050 -0.165
H -1.775 -1.739 1.355
H -0.548 -2.089 0.362
H -2.224 1.832 0.299
H -3.071 0.401 0.983
H -2.965 0.615 -0.734
H -0.111 1.734 -0.277
H 4.012 1.495 -0.504
H 4.486 -0.020 -1.025


iii) 17
Properties=species:S:1:pos:R:3 method="wB97M-V/def2-TZVPD" molar_mass_g_mol=111.144 spin_multiplicity=1 lumo_ev="0.294 / 0.294"
H 2.229 1.273 -0.688
N 1.532 1.674 -0.065
C 0.772 0.853 0.534
C -0.427 -0.073 -0.210
C -1.266 -0.771 0.841
C -1.216 0.755 -1.195
O 0.261 -1.114 -1.038
C 1.307 -1.365 -0.324
C 2.087 -1.129 0.602
H 0.334 1.160 1.483
H -1.969 -1.469 0.384
H -0.638 -1.321 1.542
H -1.812 -0.023 1.415
H -1.934 0.124 -1.719
H -0.555 1.205 -1.934
H -1.738 1.548 -0.663
H 3.033 -1.327 1.034


iv) 17
Properties=species:S:1:pos:R:3 method="wB97M-V/def2-TZVPD" molar_mass_g_mol=111.144 spin_multiplicity=1 lumo_ev=-0.113
C 0.153 1.807 -2.027
C -1.120 1.070 -1.902
C -1.513 0.508 -0.757
O 1.016 1.873 -1.178
H 0.343 2.247 -3.026
H -1.778 1.085 -2.764
H -2.453 -0.018 -0.662
H -0.848 0.505 0.096
C -0.217 -1.747 2.223
C 1.580 0.415 1.388
C -0.024 -2.300 1.144
N 1.000 0.195 2.388
H -0.524 -1.495 3.207
H 1.432 -0.686 0.225
H 2.185 1.096 0.821
H -0.173 -3.132 0.491
H 0.942 -1.421 0.334


The winner here is ii), beating the second structure by 6.9 kcal/mol.


i) 17
Properties=species:S:1:pos:R:3 method="wB97M-V/def2-TZVPD" molar_mass_g_mol=111.144 spin_multiplicity=1 lumo_ev=0.358
C -0.738 0.418 -1.478
C -0.445 -0.304 -0.505
C -1.476 -1.225 -0.267
C 0.726 -0.113 0.286
N 1.432 -1.251 0.107
C 1.247 0.942 1.168
C 0.450 2.030 1.444
O 0.803 2.539 2.563
H -1.760 0.233 -2.060
H 0.068 0.985 -2.001
H -1.816 -1.276 0.835
H -1.315 -2.207 -0.711
H -2.350 -0.916 -0.996
H 2.452 -1.109 0.200
H 1.032 -1.857 -0.834
H 2.220 0.996 1.462
H -0.531 2.114 0.787


ii) 17
Properties=species:S:1:pos:R:3 method="wB97M-V/def2-TZVPD" molar_mass_g_mol=111.144 spin_multiplicity=1 lumo_ev="0.164 / 0.164"
C -0.853 -0.658 0.602
C 1.907 0.496 -1.491
C -1.778 0.174 1.485
C -1.069 -0.541 -0.805
O 0.954 -0.334 -0.821
N -1.615 -0.478 -1.869
C 0.785 -0.217 0.643
C 1.694 0.144 1.460
H -0.936 -1.720 0.858
H -1.147 -0.308 -2.753
H 2.905 0.070 -1.393
H 1.914 1.501 -1.065
H 1.611 0.504 -2.541
H -1.425 0.086 2.513
H -2.810 -0.175 1.452
H -1.749 1.223 1.190
H 1.611 0.232 2.533


iii) 17
Properties=species:S:1:pos:R:3 method="wB97M-V/def2-TZVPD" molar_mass_g_mol=111.144 spin_multiplicity=1 lumo_ev=1.042
C 2.171 0.568 0.026
C 0.711 0.058 -0.162
C 0.094 -0.928 0.793
C -1.339 -0.499 0.648
C -1.454 -0.464 -0.847
C -0.476 0.656 -0.688
H 2.341 1.435 0.838
H 2.832 -0.412 0.453
H 2.636 0.622 -0.923
H 0.693 -1.012 1.714
H -1.944 -1.025 1.471
H -2.437 -0.187 -1.257
H -1.053 -1.355 -1.257
H -0.476 1.396 -1.384
H -1.931 1.501 0.445
N -1.154 0.991 0.581
O 0.785 -1.343 -0.452


The winner here is iii), beating the second structure by 2.0 kcal/mol.


i) 17
Properties=species:S:1:pos:R:3 method="wB97M-V/def2-TZVPD" molar_mass_g_mol=111.144 spin_multiplicity=1 lumo_ev=0.924
C 1.195 0.249 0.877
C 0.881 0.995 -0.507
C 0.615 -0.048 -1.535
C -1.209 -0.006 0.055
C 0.323 -1.004 0.667
C -0.278 -0.879 -0.725
H 0.889 1.004 1.728
H 2.257 -0.071 1.168
H 1.386 1.909 -0.557
H 0.227 0.316 -2.430
H 1.536 -0.661 -1.777
H -2.274 -0.078 -0.177
H 0.812 -1.876 0.952
H -0.647 -1.587 -1.376
H -1.109 2.061 -0.531
N -0.603 1.231 -0.012
O -1.002 -0.683 1.262


ii) 17
Properties=species:S:1:pos:R:3 method="wB97M-V/def2-TZVPD" molar_mass_g_mol=111.144 spin_multiplicity=1 lumo_ev=0.528 smiles="NCC1=C[C@H](O)C=C1"
N -2.430 -0.838 -0.139
C -1.700 0.337 0.363
C -0.290 0.192 -0.013
C 0.293 -1.014 -0.243
C 1.746 -0.624 -0.546
O 2.739 -0.947 0.569
C 1.717 0.960 -0.325
C 0.484 1.341 0.034
H -3.227 -0.859 0.689
H -2.602 -0.718 -1.226
H -1.832 1.115 -0.372
H -1.751 0.620 1.358
H -0.060 -2.069 0.043
H 2.186 -1.007 -1.454
H 1.970 -0.658 1.433
H 2.627 1.848 -0.320
H 0.130 2.318 0.148


iii) 17
Properties=species:S:1:pos:R:3 method="wB97M-V/def2-TZVPD" molar_mass_g_mol=111.144 spin_multiplicity=1 lumo_ev=0.942
C -1.899 -0.881 0.005
C -0.491 -0.154 -0.129
C 0.310 0.485 1.064
C 1.087 1.200 -0.069
C 1.656 -0.196 -0.559
C 0.616 -1.072 -0.551
H -2.503 -0.484 -1.153
H -2.444 -0.020 0.850
H -1.993 -1.970 0.389
H 0.825 -0.174 1.851
H -0.356 1.211 1.529
H 1.749 1.974 0.071
H -1.041 1.686 -0.376
H 2.418 0.448 -1.179
H 0.632 -2.043 -1.248
N -0.404 1.170 -0.801
O 1.836 -1.180 0.306


The winner here is i), beating the second structure by 54.1 kcal/mol.


i) 17
Properties=species:S:1:pos:R:3 method="wB97M-V/def2-TZVPD" molar_mass_g_mol=111.144 spin_multiplicity=1 lumo_ev=-0.226
C 0.981 1.792 -0.009
C -0.246 -1.782 0.959
C -0.100 0.819 0.445
C 0.409 -0.744 0.086
N 1.471 -0.902 -0.590
O -0.610 0.902 1.567
H 1.826 -1.861 -0.555
H 0.747 2.792 0.353
H 1.947 1.462 0.367
H 1.037 1.805 -1.095
H -1.324 -1.775 0.807
H 0.140 -2.781 0.756
H -0.084 -1.542 2.009
C -1.303 -0.087 -1.430
C -1.520 1.002 -0.887
H -2.154 1.847 -0.735
H -1.218 -0.947 -2.048


ii) 17
Properties=species:S:1:pos:R:3 method="wB97M-V/def2-TZVPD" molar_mass_g_mol=111.144 spin_multiplicity=1 lumo_ev=0.781 smiles=O[C@H]1[C@@H]2C[C@@H]2N2C[C@H]12
O -2.423 -0.149 -0.071
C -1.093 0.038 0.307
C -0.156 -1.202 -0.090
C 1.010 -1.577 0.533
C 1.133 -0.652 -0.715
N 1.202 0.863 -0.695
C 0.869 1.519 0.677
C -0.215 1.193 -0.113
H -2.435 0.383 -1.075
H -1.024 0.032 1.379
H -0.945 -1.959 -0.489
H 1.151 -1.263 1.670
H 1.637 -2.473 0.311
H 1.683 -0.814 -1.509
H 1.192 2.552 0.536
H 1.068 0.762 1.636
H -0.641 2.026 -0.633


iii) 17
Properties=species:S:1:pos:R:3 method="wB97M-V/def2-TZVPD" molar_mass_g_mol=111.144 spin_multiplicity=1 lumo_ev=0.935
C 0.537 0.390 1.157
C 1.462 0.114 -0.025
C 1.022 0.586 -1.147
C -0.930 -1.069 2.694
C -1.460 -1.203 1.303
C -0.054 1.032 -3.251
N 0.748 1.292 -2.089
O 0.036 -0.868 1.592
H 1.155 0.776 2.088
H -0.455 0.987 0.933
H 2.361 -0.613 -0.058
H -0.995 -0.124 3.160
H -0.854 -1.863 3.450
H -1.639 -2.158 0.880
H -0.496 1.991 -3.560
H -0.924 0.319 -3.203
H 0.485 0.409 -3.926


The winner here is i), beating the second structure by 19.3 kcal/mol.